Record 1
Here is one molecule with the formula C3H5BrN2 from the Open Molecules 2025 dataset. Energies are from ωB97M-V/def2-TZVPD.

Cartesian coordinates (Å):
H1 -1.126 -2.655 0.017
N1 -0.715 -1.891 0.582
C1 0.013 -1.193 -0.207
C2 0.615 0.009 0.408
Br1 2.498 0.059 -0.143
C3 -0.089 1.217 -0.126
N2 -0.527 2.139 0.568
H2 -1.056 2.812 -0.008
H3 0.240 -1.343 -1.293
H4 0.405 -0.106 1.419
H5 -0.258 0.953 -1.217

Computed properties:
**LUMO**: 0.216 eV
**Charge**: 0
**Frontier orbital gap**: 10.505 eV
**Spin multiplicity**: 1
**Relative energy (zero: lowest compared OMol25 entry of this formula, charge and spin)**: 1.7 kcal per mole
**SMILES string**: [H]/N=C/C(Br)/C=N/[H]

These are the Mulliken partial charges, in e, on atoms 1 to 8: H 0.263; N -0.565; C -0.145; C -0.033; Br -0.119; C -0.053; N -0.538; H 0.279



Record 2
Here is one molecule with the formula C3H5BrN2S2 from the Open Molecules 2025 dataset. Energies are from ωB97M-V/def2-TZVPD.

Cartesian coordinates (Å):
S1 0.625 -2.330 0.207
C1 0.322 -0.981 1.174
N1 0.651 0.344 0.968
S2 0.067 1.411 2.269
C2 0.617 0.785 -0.454
C3 -0.224 0.364 -1.371
N2 -1.195 -0.521 -1.093
Br1 -2.374 -0.931 -2.539
H1 -0.107 -1.225 2.132
H2 1.162 2.188 2.403
H3 1.442 1.483 -0.643
H4 -0.165 0.895 -2.408
H5 -0.822 -1.481 -0.646

Computed properties:
**LUMO**: -0.113 eV
**Charge**: 0
**Frontier orbital gap**: 8.738 eV
**Spin multiplicity**: 1
**Relative energy (zero: lowest compared OMol25 entry of this formula, charge and spin)**: 0.0 kcal per mole
**SMILES string**: S=CN(S)/C=C\NBr

These are the Mulliken partial charges, in e, on atoms 1 to 8: S -0.368; C -0.158; N -0.025; S -0.125; C -0.702; C 0.479; N -0.416; Br -0.093



Record 3
Here is one molecule with the formula C3H5BrO from the Open Molecules 2025 dataset. Energies are from ωB97M-V/def2-TZVPD.

Cartesian coordinates (Å):
C1 1.356 0.222 -0.190
C2 -0.115 -0.065 -0.406
O1 -0.767 -1.271 -0.059
C3 -1.187 -0.158 0.527
Br1 -3.016 0.341 -0.049
H1 1.769 -0.095 0.808
H2 1.671 1.296 -0.108
H3 1.895 -0.270 -0.902
H4 -0.475 0.187 -1.351
H5 -1.130 -0.187 1.730

Computed properties:
**LUMO**: 0.909 eV
**Charge**: 0
**Frontier orbital gap**: 11.073 eV
**Spin multiplicity**: 1
**Relative energy (zero: lowest compared OMol25 entry of this formula, charge and spin)**: 27.7 kcal per mole
**SMILES string**: C[C@H]1O[C@@H]1Br

These are the Mulliken partial charges, in e, on atoms 1 to 8: C -1.197; C 0.103; O -0.365; C 0.063; Br -0.213; H 0.313; H 0.305; H 0.316



Record 4
Here is a 2-piece molecular cluster, C3H5BrO overall from the Open Molecules 2025 dataset. Energies are from ωB97M-V/def2-TZVPD.

Cartesian coordinates (Å):
C1 -1.511 0.355 -0.482
C2 -0.686 1.031 0.203
C3 1.153 -0.432 0.679
O1 0.712 -1.586 0.109
Br1 2.711 0.490 -0.075
H1 -2.508 0.608 -1.055
H2 -1.210 -0.726 -0.693
H3 -0.274 1.976 0.495
H4 1.199 -0.357 1.701
H5 0.414 -1.360 -0.882

Computed properties:
**LUMO (alpha / beta)**: 0.473 / 0.472 eV
**Charge**: 0
**Frontier orbital gap (alpha / beta)**: 8.726 / 8.725 eV
**Spin multiplicity**: 1
**Relative energy (zero: lowest compared OMol25 entry of this formula, charge and spin)**: 91.4 kcal per mole

These are the Mulliken partial charges, in e, on atoms 1 to 8: C -0.363; C -0.244; C -0.304; O -0.438; Br -0.144; H 0.213; H 0.076; H 0.373



Record 5
Here is one molecule with the formula C3H5BrO from the Open Molecules 2025 dataset. Energies are from ωB97M-V/def2-TZVPD.

Cartesian coordinates (Å):
C1 1.071 0.797 -0.206
C2 -0.356 0.398 0.249
O1 -1.293 0.076 -0.686
C3 -0.815 -1.006 -0.059
Br1 -1.988 -1.814 1.096
H1 1.428 -0.073 -0.645
H2 1.704 1.179 0.613
H3 1.128 1.438 -1.115
H4 -0.706 0.843 1.280
H5 -0.174 -1.837 -0.527

Computed properties:
**LUMO**: 1.049 eV
**Charge**: 0
**Frontier orbital gap**: 10.829 eV
**Spin multiplicity**: 1
**Relative energy (zero: lowest compared OMol25 entry of this formula, charge and spin)**: 29.9 kcal per mole
**SMILES string**: C[C@H]1O[C@@H]1Br

These are the Mulliken partial charges, in e, on atoms 1 to 8: C -1.128; C 0.301; O -0.380; C -0.113; Br -0.161; H 0.346; H 0.280; H 0.293



Record 6
Here is one molecule with the formula C3H5BrO from the Open Molecules 2025 dataset. Energies are from ωB97M-V/def2-TZVPD.

Cartesian coordinates (Å):
C1 0.474 0.340 0.848
O1 -0.597 0.489 -0.080
C2 -0.535 -0.473 -1.064
C3 -1.442 -0.501 -2.005
Br1 -1.513 -1.682 -3.390
H1 0.570 1.291 1.595
H2 1.432 0.242 0.419
H3 0.285 -0.612 1.264
H4 0.247 -1.136 -1.193
H5 -2.213 0.207 -1.971

Computed properties:
**LUMO**: 0.985 eV
**Charge**: 0
**Frontier orbital gap**: 9.662 eV
**Spin multiplicity**: 1
**Relative energy (zero: lowest compared OMol25 entry of this formula, charge and spin)**: 29.3 kcal per mole
**SMILES string**: CO/C=C/Br

These are the Mulliken partial charges, in e, on atoms 1 to 8: C -0.732; O -0.354; C 0.042; C -0.466; Br -0.138; H 0.212; H 0.325; H 0.369



Record 7
Here is one molecule with the formula C3H5BrOS from the Open Molecules 2025 dataset. Energies are from ωB97M-V/def2-TZVPD.

Cartesian coordinates (Å):
C1 1.340 0.440 -0.633
C2 2.456 0.892 0.138
C3 -1.340 -0.264 -0.180
O1 -0.120 2.070 0.795
S1 -0.284 1.377 -0.423
Br1 4.088 -0.067 0.018
H1 1.570 -0.077 -1.538
H2 2.438 1.552 0.896
H3 -1.393 -0.923 -1.134
H4 -2.258 0.203 -0.083
H5 -1.037 -0.824 0.580

Computed properties:
**LUMO**: 0.370 eV
**Charge**: 0
**Frontier orbital gap**: 9.395 eV
**Spin multiplicity**: 1
**Relative energy (zero: lowest compared OMol25 entry of this formula, charge and spin)**: 58.0 kcal per mole

These are the Mulliken partial charges, in e, on atoms 1 to 8: C -0.357; C -0.392; C -0.948; O -0.526; S 0.453; Br -0.138; H 0.403; H 0.503



Record 8
Here is C3H5CeO3 as an isolated structure from the Open Molecules 2025 dataset. Energies are from ωB97M-V/def2-TZVPD.

Cartesian coordinates (Å):
H1 1.690 -0.731 -0.658
C1 1.002 -0.936 0.843
C2 1.064 0.215 -0.116
O1 -0.137 0.346 -0.790
C3 -0.695 1.523 -1.139
O2 -1.954 1.266 -0.868
H2 1.968 -1.401 1.110
H3 1.440 1.161 0.286
H4 -2.569 1.949 -1.179
Ce1 -2.189 -1.082 -0.227
O3 -0.317 -1.739 0.879
H5 0.696 -0.570 1.859

Computed properties:
**LUMO (alpha / beta)**: -15.545 / -17.099 eV
**Charge**: +3
**Frontier orbital gap (alpha / beta)**: 7.912 / 6.316 eV
**Spin multiplicity**: 3
**Relative energy (zero: lowest compared OMol25 entry of this formula, charge and spin)**: 80.8 kcal per mole

These are the Mulliken partial charges, in e, on atoms 1 to 8: H 0.285; C -0.348; C 0.006; O -0.068; C -0.044; O -0.338; H 0.486; H 0.518



Record 9
Here is C3H5Cl as an isolated structure from the Open Molecules 2025 dataset. Energies are from ωB97M-V/def2-TZVPD.

Cartesian coordinates (Å):
C1 1.139 0.428 -0.708
C2 -0.017 0.209 -0.193
C3 -0.641 -0.537 0.871
Cl1 -1.349 1.334 -1.701
H1 1.214 0.955 -1.637
H2 1.931 -0.185 -0.177
H3 -1.256 -1.373 0.470
H4 0.205 -0.899 1.364
H5 -1.227 0.067 1.713

Computed properties:
**LUMO**: -0.176 eV
**Charge**: 0
**Frontier orbital gap**: 9.764 eV
**Spin multiplicity**: 1
**Relative energy (zero: lowest compared OMol25 entry of this formula, charge and spin)**: 40.1 kcal per mole

These are the Mulliken partial charges, in e, on atoms 1 to 8: C -0.465; C 0.243; C -0.728; Cl -0.414; H 0.332; H 0.203; H 0.250; H 0.327



Record 10
Here is a 2-piece molecular cluster, C3H5Cl overall from the Open Molecules 2025 dataset. Energies are from ωB97M-V/def2-TZVPD.

Cartesian coordinates (Å):
C1 -0.753 2.402 0.206
C2 -0.919 1.394 -0.431
Cl1 -2.072 0.469 -0.862
H1 -0.273 3.296 0.475
C3 0.811 -1.434 0.099
H2 -0.241 -1.679 0.573
H3 0.616 -0.522 -0.359
H4 1.586 -1.488 0.833
H5 1.244 -2.438 -0.532

Computed properties:
**LUMO**: 0.443 eV
**Charge**: 0
**Frontier orbital gap**: 10.389 eV
**Spin multiplicity**: 1
**Relative energy (zero: lowest compared OMol25 entry of this formula, charge and spin)**: 82.7 kcal per mole
**SMILES string**: C#CCl.C

These are the Mulliken partial charges, in e, on atoms 1 to 8: C -0.272; C -0.015; Cl -0.111; H 0.362; C -0.686; H 0.174; H 0.075; H 0.264



Copy entry 7 word for word.
Here is one molecule with the formula C3H5BrOS from the Open Molecules 2025 dataset. Energies are from ωB97M-V/def2-TZVPD.

Cartesian coordinates (Å):
C1 1.340 0.440 -0.633
C2 2.456 0.892 0.138
C3 -1.340 -0.264 -0.180
O1 -0.120 2.070 0.795
S1 -0.284 1.377 -0.423
Br1 4.088 -0.067 0.018
H1 1.570 -0.077 -1.538
H2 2.438 1.552 0.896
H3 -1.393 -0.923 -1.134
H4 -2.258 0.203 -0.083
H5 -1.037 -0.824 0.580

Computed properties:
**LUMO**: 0.370 eV
**Charge**: 0
**Frontier orbital gap**: 9.395 eV
**Spin multiplicity**: 1
**Relative energy (zero: lowest compared OMol25 entry of this formula, charge and spin)**: 58.0 kcal per mole

These are the Mulliken partial charges, in e, on atoms 1 to 8: C -0.357; C -0.392; C -0.948; O -0.526; S 0.453; Br -0.138; H 0.403; H 0.503